Record 1
# C16H31N2OPReSi

A structure of composition C16H31N2OPReSi in a non-equilibrium geometry (the ωB97M-V functional and the def2-TZVPD basis, OMol25).

calculated total energy = -41414.8200 eV
E_LUMO (alpha / beta) = 0.30 / -0.27 eV
2S+1 = 4
net charge = 0
orbital gap (alpha / beta) = 4.784 / 6.961 eV

The geometry in XYZ format:
```
53
Properties=species:S:1:pos:R:3:mulliken_spin:R:1
Re 0.00000 0.00000 0.04310 1.7648
Si 0.15590 -2.20570 -1.27730 0.0039
P 0.51700 1.18080 -2.06360 0.0024
N -1.74820 0.08330 -0.16540 0.5803
H 0.64900 1.46960 0.82500 -0.0551
C 0.84270 3.00700 -2.02070 0.0113
H 0.99050 3.43510 -3.02910 0.0003
H 1.73830 3.18920 -1.40320 -0.0009
H -0.01150 3.49930 -1.52700 -0.0027
C 1.95270 0.57250 -3.06100 0.0078
H 2.09390 1.17720 -3.97420 0.0007
H 1.76690 -0.47840 -3.33640 -0.0002
H 2.86690 0.61490 -2.44700 -0.0027
C -0.88070 1.06360 -3.26410 0.0279
H -0.65150 1.59200 -4.20630 0.0023
H -1.78130 1.50050 -2.80210 -0.0024
H -1.07390 -0.00290 -3.46460 -0.0042
C 1.88370 -3.03820 -1.45670 0.0029
H 2.33110 -3.24480 -0.46660 0.0010
H 2.58440 -2.37610 -1.99750 -0.0006
H 1.82050 -3.99350 -2.00950 0.0016
H -0.71630 -3.32410 -0.72600 0.0366
H -0.34680 -2.15620 -2.71330 0.0187
C -3.09730 -0.00240 -0.39710 -0.1299
C -5.36470 0.83000 -0.05480 -0.0837
C -3.99080 0.93140 0.18530 0.1767
C -3.61330 -1.03310 -1.22370 0.1384
C -4.98790 -1.11840 -1.45880 -0.0735
C -5.86940 -0.19120 -0.87670 0.1523
H -6.04920 1.55460 0.39990 -0.0035
H -3.57840 1.72240 0.81880 -0.0023
H -2.91100 -1.74830 -1.66230 0.0162
H -5.37820 -1.91670 -2.09950 -0.0032
H -6.94590 -0.26470 -1.06310 0.0115
C 3.20110 -0.15200 0.78680 0.0407
O 2.20330 -0.39250 0.08270 -0.0158
C 3.06040 0.50990 2.12480 0.0075
H 3.97760 1.04590 2.42020 -0.0002
H 2.84990 -0.25050 2.89950 0.0053
H 2.17500 1.17760 2.06460 -0.0038
C 4.56910 -0.50800 0.26500 0.0023
H 5.16280 0.41530 0.12180 0.0021
H 4.48810 -1.05210 -0.68690 0.0000
H 5.11550 -1.12210 1.00450 0.0020
C 0.52170 0.34270 5.57480 0.0211
C -0.54370 -0.35720 4.74690 0.0016
C -0.24650 -0.16190 3.26910 0.3517
N 0.00000 0.00000 2.04310 -0.0374
H 1.48100 -0.07250 5.34600 -0.0006
H 0.31250 0.20530 6.61510 -0.0003
H 0.52170 1.38800 5.34600 -0.0013
H -0.54370 -1.40240 4.97570 0.0180
H -1.50300 0.05800 4.97570 0.0143
```



Record 2
# C16H31N3O6S2

A structure of composition C16H31N3O6S2 in a non-equilibrium geometry (the ωB97M-V functional and the def2-TZVPD basis, OMol25).

calculated total energy = -55517.4325 eV
E_LUMO = 0.37 eV
net charge = 0
orbital gap = 9.092 eV

The geometry in XYZ format:
```
58
Properties=species:S:1:pos:R:3:nbo_charge:R:1
C -1.68128 -2.36114 5.00299 -0.3982
C -0.43415 -2.18736 4.62314 -0.1879
C 0.05146 -2.55776 3.22076 -0.4776
C 0.14346 -1.38054 2.20847 0.2763
C 1.61509 -0.88587 2.04255 -0.5629
S 1.92616 0.81766 2.62136 0.1567
C 2.45517 1.79925 1.17938 -0.5138
C 1.27710 2.23563 0.27162 -0.6292
O -0.06423 -2.11060 0.91861 -0.7144
S -1.33996 -1.53459 0.12992 2.5407
O -1.01846 -0.53715 -0.84246 -0.9322
O -2.08268 -2.56294 -0.50633 -0.9014
O -2.08659 -0.96552 1.45124 -0.6489
C -0.97670 -0.33638 2.14097 0.0249
C -1.27239 0.60878 3.32809 -0.4925
C -2.68749 0.54411 3.88524 0.1370
N -3.72935 0.56059 3.18595 -0.5947
H -2.45073 -2.42963 4.22794 0.2051
H -1.92070 -2.47186 6.06010 0.2115
H 0.28575 -1.72582 5.30708 0.2007
H 1.04083 -3.02039 3.34650 0.2276
H -0.60759 -3.35539 2.85686 0.2450
H 1.87833 -0.91937 0.97536 0.2585
H 2.32166 -1.55804 2.54148 0.2320
H 2.94102 2.71300 1.54476 0.2313
H 3.16431 1.23670 0.55628 0.2168
H 0.68437 1.36126 -0.03173 0.2112
H 0.65314 3.00555 0.74743 0.2005
H 1.72234 2.66753 -0.63152 0.2520
H -0.59220 0.36578 1.37461 0.2298
H -1.07326 1.63958 3.00492 0.2559
H -0.57255 0.42522 4.15101 0.2429
H -2.79944 0.49503 4.98439 0.1558
H -4.55384 0.51368 3.78391 0.3407
C -2.26970 2.02930 -4.31544 0.5274
O -2.46578 3.01718 -4.99939 -0.6337
N -3.23099 1.29758 -3.71884 -0.4293
C -2.92541 0.12700 -2.91489 -0.3966
C -4.61604 1.69667 -3.88828 -0.4159
H -1.25315 1.64405 -4.12490 0.1059
H -3.41502 -0.74770 -3.35019 0.1907
H -3.29519 0.27919 -1.90039 0.1978
H -1.85619 -0.04698 -2.87884 0.2267
H -4.87082 1.68989 -4.94946 0.2106
H -4.75290 2.71031 -3.50802 0.2119
H -5.27038 1.01366 -3.35112 0.2025
C 2.83152 0.42698 -2.80605 0.5322
O 2.66535 1.51074 -2.27772 -0.6393
N 4.02497 -0.17898 -2.96959 -0.4283
C 4.15136 -1.47414 -3.60908 -0.3988
C 5.22070 0.49116 -2.48826 -0.4164
H 1.98821 -0.16189 -3.20450 0.1135
H 4.60121 -2.18347 -2.91092 0.1951
H 4.78977 -1.38485 -4.49053 0.1976
H 3.17572 -1.84770 -3.91435 0.2155
H 5.13525 0.66368 -1.41405 0.2090
H 5.32214 1.45703 -2.98505 0.2177
H 6.09878 -0.11771 -2.69101 0.2052
```



Record 3
# C16H31N4O3

A cluster of 3 separate species, C16H31N4O3 in total in a non-equilibrium geometry (the ωB97M-V functional and the def2-TZVPD basis, OMol25).

calculated total energy = -29186.7630 eV
E_LUMO = -3.40 eV
net charge = +1
energy relative to the best compared isomer or geometry (same formula, charge and spin) = 164.7 kJ/mol
orbital gap = 7.006 eV

The geometry in XYZ format:
```
54
Properties=species:S:1:pos:R:3:nbo_charge:R:1
N 3.80608 -0.67820 1.16417 -0.6930
C 3.78942 0.36853 0.06182 -0.2600
C 3.66777 1.87295 0.61459 -0.4516
C 2.43228 2.68082 -0.07267 -0.2128
N 1.23619 2.32111 0.77471 -0.6229
C -0.05134 2.62209 0.08356 -0.2679
C -0.99694 1.31736 0.17507 -0.0856
C -1.13874 0.52003 1.52264 -0.2512
C -1.98804 -0.76137 1.69006 -0.2499
C -2.73905 -1.27205 0.40141 -0.2163
C -2.64444 -0.47249 -0.94267 -0.2589
C -1.77117 0.83477 -1.07719 0.2706
O -1.74258 1.50394 -2.34588 -0.7263
H 4.51722 -1.40860 0.93895 0.4436
H 4.09584 -0.28882 2.08449 0.4510
H 2.91004 -1.18040 1.27982 0.4583
H 4.78851 0.31462 -0.51694 0.2449
H 2.89593 0.08993 -0.61707 0.2491
H 3.37302 1.77828 1.73385 0.2290
H 4.63942 2.46860 0.59881 0.2477
H 2.23331 2.29788 -1.14920 0.1792
H 2.63824 3.81098 -0.06866 0.2238
H 1.35920 1.29771 0.92469 0.3450
H 0.04773 3.03742 -0.97447 0.2166
H -0.57090 3.44065 0.71829 0.2173
H -0.52598 0.95155 2.39724 0.2544
H -2.06058 -1.31752 2.69398 0.2286
H -3.34587 -2.22976 0.48061 0.2325
H -3.21582 -0.86685 -1.86474 0.2915
H -2.47149 2.16053 -2.39380 0.4907
C -3.64019 0.51704 -4.79649 -0.7215
C -4.18935 -0.86467 -4.57783 0.6862
O -4.28614 -1.36213 -3.45934 -0.6549
N -4.58768 -1.57235 -5.66710 -0.6054
C -4.55835 -1.17327 -7.05812 -0.4131
H -3.36760 0.95101 -3.83699 0.2394
H -2.74593 0.47237 -5.42165 0.2314
H -4.39671 1.15316 -5.26152 0.2303
H -4.94455 -2.49015 -5.43951 0.4049
H -5.57806 -1.21220 -7.44713 0.2042
H -3.94123 -1.88817 -7.60654 0.2016
H -4.15737 -0.17080 -7.19154 0.2131
C 3.11597 -0.21771 5.27647 -0.7300
C 1.93772 -0.57538 4.41023 0.6636
O 1.37805 0.25207 3.69679 -0.6535
N 1.49339 -1.86068 4.43256 -0.6155
C 2.00854 -2.97789 5.19791 -0.4168
H 3.34946 0.84014 5.14925 0.2510
H 2.87805 -0.39438 6.32717 0.2525
H 3.99130 -0.80254 4.98298 0.2142
H 0.70020 -2.02065 3.82562 0.4087
H 2.30875 -3.76222 4.49972 0.1991
H 1.20572 -3.35654 5.83344 0.2168
H 2.85880 -2.69779 5.81617 0.2166
```



Record 4
# C16H31NO10S3

A cluster of 4 separate species, C16H31NO10S3 in total in a non-equilibrium geometry (the ωB97M-V functional and the def2-TZVPD basis, OMol25).

calculated total energy = -71564.0205 eV
E_LUMO = 0.20 eV
SMILES = NC(=O)CCOC(=O)O.O=S1(=O)CCCC1.O=S1(=O)CCCC1.O=S1(=O)CCCC1
net charge = 0
orbital gap = 10.235 eV

The geometry in XYZ format:
```
61
Properties=species:S:1:pos:R:3:nbo_charge:R:1
N -1.12731 2.94961 -0.72202 -0.9378
C 0.08528 2.50255 -1.38056 0.7080
O 0.26769 2.61404 -2.52367 -0.5109
C 1.12183 1.88069 -0.47156 -0.5725
C 2.00919 3.00815 0.11458 -0.0744
O 2.01708 3.00817 1.54749 -0.4926
C 1.08359 3.74812 2.15799 0.9804
O 0.68668 3.41388 3.18146 -0.5669
O 0.66911 4.91018 1.62003 -0.7029
H -1.21202 3.94146 -0.92448 0.3707
H -1.93145 2.46540 -1.10212 0.3931
H 0.68539 1.29942 0.33741 0.2402
H 1.73571 1.20734 -1.06513 0.2757
H 1.76438 3.96923 -0.33636 0.1708
H 3.02518 2.78798 -0.19024 0.2208
H 0.28948 4.75930 0.74632 0.4868
O 2.59005 0.40008 -2.74540 -0.9520
S 3.63009 -0.52192 -2.34646 2.1684
O 4.57952 -0.18986 -1.31355 -0.9405
C 2.87475 -2.09566 -1.97453 -0.6900
C 2.85619 -2.82780 -3.31074 -0.4140
C 4.22242 -2.56043 -3.95572 -0.3994
C 4.50807 -1.06047 -3.81759 -0.6776
H 1.88809 -1.93848 -1.55289 0.2869
H 3.51237 -2.60859 -1.25475 0.2449
H 2.67219 -3.89384 -3.17906 0.2435
H 2.06882 -2.42440 -3.94690 0.2002
H 4.99012 -3.13246 -3.43077 0.2122
H 4.24349 -2.86801 -5.00083 0.2230
H 5.56858 -0.85553 -3.69279 0.2531
H 4.11887 -0.49677 -4.66395 0.2460
O 0.30641 -5.10763 -2.29567 -0.9406
S -0.39057 -3.86582 -2.07486 2.1705
O 0.04342 -2.91689 -1.07967 -0.9490
C -0.58109 -3.02955 -3.64859 -0.6771
C -1.89567 -3.56323 -4.20600 -0.4064
C -2.87108 -3.58555 -3.02524 -0.4005
C -2.13665 -4.21635 -1.83752 -0.6763
H 0.27194 -3.24510 -4.28210 0.2525
H -0.64295 -1.95879 -3.44951 0.2447
H -2.26292 -2.94334 -5.02273 0.2290
H -1.75419 -4.57670 -4.58862 0.2163
H -3.16511 -2.56369 -2.77611 0.2103
H -3.77929 -4.13794 -3.26219 0.2287
H -2.45590 -3.79139 -0.88897 0.2569
H -2.25775 -5.29796 -1.81939 0.2503
O -4.32602 0.35847 5.50317 -0.9489
S -3.26606 0.87408 6.33436 2.1697
O -2.72699 0.10856 7.42998 -0.9430
C -1.93021 1.42413 5.28096 -0.6698
C -2.26974 2.87631 4.96680 -0.4154
C -2.74673 3.48940 6.28909 -0.4000
C -3.73941 2.50494 6.92049 -0.6786
H -1.87639 0.79112 4.39843 0.2547
H -1.00547 1.34993 5.85251 0.2429
H -1.40993 3.40569 4.55969 0.2545
H -3.07438 2.91978 4.22826 0.2075
H -1.89184 3.62788 6.95443 0.2094
H -3.20532 4.46625 6.13893 0.2217
H -3.69429 2.51771 8.00684 0.2495
H -4.75923 2.69427 6.59001 0.2435
```



Record 5
# C16H31NO4ReSi4Te4

A structure of composition C16H31NO4ReSi4Te4 (the ωB97M-V functional and the def2-TZVPD basis, OMol25).

calculated total energy = -89592.7651 eV
E_LUMO (alpha / beta) = -1.42 / -1.51 eV
2S+1 = 4
net charge = 0
energy relative to the best compared isomer or geometry (same formula, charge and spin) = 11.9 kJ/mol
orbital gap (alpha / beta) = 5.775 / 5.697 eV

The geometry in XYZ format:
```
61
Properties=species:S:1:pos:R:3:mulliken_spin:R:1
Re -2.13862 0.18689 -0.46422 2.7124
O -3.71449 -2.83454 2.62601 0.0012
C -4.07634 -1.67624 2.06208 -0.0150
O -4.99390 -1.55083 1.29802 -0.0009
C -3.26100 -0.52543 2.57227 0.0303
C -3.20265 -0.34269 3.94110 -0.0118
C -2.64215 0.81983 4.45201 0.0109
C -2.18480 1.77128 3.56658 -0.0099
C -2.24918 1.50419 2.21041 0.0190
N -2.74524 0.36162 1.70470 0.0189
C -1.77174 2.54446 1.21584 -0.0017
O -1.40747 3.62520 1.61082 0.0389
O -1.79586 2.13717 -0.01686 -0.0246
H -4.28889 -3.52603 2.26090 0.0031
H -3.61324 -1.10407 4.58796 0.0006
H -2.58870 0.97818 5.52065 0.0005
H -1.77030 2.72218 3.86952 0.0002
Te -3.64194 2.96595 -3.00663 0.0089
Te -2.45849 0.61884 -3.09934 -0.0560
Te -4.42292 -0.82790 -1.78222 0.0722
Te -2.45291 -2.47337 -0.87523 0.0734
C 0.94783 -3.47323 -0.83307 0.0052
Si 1.08691 -1.94945 -1.95661 -0.0026
C 2.90914 -1.77361 -2.40049 -0.0022
C 0.19994 -2.27326 -3.59604 0.0226
Si 0.32621 -0.02848 -0.81487 0.0152
Si 1.30995 1.82810 -1.90064 0.0290
C 1.08905 1.64074 -3.76617 0.0046
C 0.63630 3.49741 -1.39266 0.0029
C 3.15913 1.80584 -1.53749 0.0017
Si 1.32660 -0.15710 1.33063 0.0467
C 3.04092 -0.91533 1.17097 0.0128
C 0.34510 -1.24809 2.51563 -0.0083
C 1.54327 1.52870 2.13703 -0.0003
H 0.45462 -4.29509 -1.35740 -0.0012
H 0.39335 -3.28849 0.09019 0.0028
H 1.94540 -3.81505 -0.54564 0.0005
H 3.24075 -2.70336 -2.87367 -0.0003
H 3.53902 -1.59964 -1.52719 -0.0003
H 3.07809 -0.96378 -3.11316 0.0007
H -0.13599 -3.31161 -3.64219 -0.0069
H 0.89195 -2.10604 -4.42524 0.0023
H -0.67534 -1.64801 -3.76297 -0.0049
H 0.08637 1.93440 -4.08688 0.0001
H 1.27492 0.62390 -4.11996 -0.0020
H 1.78945 2.30699 -4.27888 0.0013
H -0.40893 3.61579 -1.68193 -0.0017
H 1.22771 4.26958 -1.89492 0.0014
H 0.69265 3.66449 -0.31564 -0.0012
H 3.63509 0.86852 -1.82710 -0.0006
H 3.35793 1.97031 -0.47642 0.0020
H 3.64483 2.61464 -2.09150 -0.0004
H 2.99767 -1.93777 0.79069 -0.0001
H 3.52106 -0.94290 2.15374 0.0013
H 3.67628 -0.32938 0.50381 -0.0013
H 0.05289 -2.19932 2.06560 0.0047
H -0.56295 -0.75309 2.86337 0.0054
H 0.95392 -1.46680 3.39803 0.0001
H 2.22214 2.15541 1.55562 -0.0017
H 1.98978 1.38859 3.12664 0.0011
H 0.61784 2.09077 2.26237 0.0013
```



Record 6
# C16H31NOP2Pt

A structure of composition C16H31NOP2Pt in a non-equilibrium geometry (the ωB97M-V functional and the def2-TZVPD basis, OMol25).

calculated total energy = -42434.0052 eV
E_LUMO (alpha / beta) = -4.97 / -8.86 eV
2S+1 = 5
net charge = +2
energy relative to the best compared isomer or geometry (same formula, charge and spin) = 84.1 kJ/mol
orbital gap (alpha / beta) = 5.627 / 6.194 eV

The geometry in XYZ format:
```
52
Properties=species:S:1:pos:R:3:mulliken_spin:R:1
P -3.50732 4.39192 -0.76662 0.6328
P -0.23402 -3.49540 -2.17419 0.0065
C -2.34084 -1.55360 -2.07445 0.7491
C -1.97546 -2.99125 -2.04500 0.1101
H -2.01421 -0.92925 -1.23874 0.0217
H -3.34300 -1.35409 -2.47427 -0.0082
H -2.33298 -3.48549 -1.11971 0.0595
H -2.43766 -3.49361 -2.91290 0.0128
C 0.32981 -3.19763 -3.83205 0.0076
H 1.38966 -3.47653 -3.91207 0.0023
H 0.20247 -2.13607 -4.09193 0.0102
H -0.26082 -3.81528 -4.52371 0.0007
C 0.03783 -5.15242 -1.60902 0.0041
H -0.29722 -5.85632 -2.38230 -0.0004
H -0.52521 -5.33376 -0.68152 -0.0010
H 1.10908 -5.30491 -1.41548 0.0004
C -3.57903 6.09733 -1.42747 0.0433
H -3.22739 6.75190 -0.61836 0.0081
H -4.60883 6.36975 -1.68703 0.0195
H -2.91581 6.20739 -2.29249 -0.0052
C -5.17706 4.32001 -0.01910 0.0226
H -5.60940 3.31674 -0.07817 0.0015
H -5.84240 5.06038 -0.47653 0.0159
H -5.03303 4.57935 1.03838 0.0166
Pt -2.05925 1.01474 -3.32972 1.1224
C -3.83808 0.52643 -4.20768 0.1080
C -2.84537 0.93241 -5.19134 0.0334
C -2.87205 2.29972 -5.84093 0.0249
C -2.79040 3.44403 -4.81956 0.0029
C -2.50570 2.98309 -3.34989 0.2630
C -3.70713 3.21836 -2.44765 0.2249
C -4.52499 1.96999 -2.24616 0.0405
C -4.94555 1.39515 -3.64542 0.0043
C -0.87128 1.44784 -1.67821 0.4037
H -4.06677 -0.54773 -4.21047 -0.0321
H -2.49167 0.11189 -5.83013 0.0215
H -3.75725 2.42771 -6.47984 -0.0034
H -2.00944 2.36635 -6.51978 0.0011
H -1.97386 4.12234 -5.11270 0.0075
H -3.70570 4.05064 -4.86102 0.0154
H -1.63427 3.55391 -2.99276 -0.0101
H -4.35285 4.00658 -2.87832 0.0465
H -5.40363 2.16329 -1.62233 0.0040
H -3.90142 1.21354 -1.72379 0.0087
H -5.83728 0.76957 -3.49845 0.0028
H -5.24934 2.19458 -4.33747 0.0078
H -1.18701 0.90639 -0.77764 -0.0152
H -0.84441 2.52366 -1.46189 0.0043
H 0.13449 1.10286 -1.96301 -0.0215
O 0.39837 -1.12952 0.80471 0.0006
C 0.49956 -1.79417 -0.16842 -0.0006
N 0.69294 -2.47163 -1.16032 0.0044
```